Computed, not measured: a structure of composition C18H27AsN3O9P2Pd, with the ωB97M-V functional and the def2-TZVPD basis.

```
61
Properties=species:S:1:pos:R:3:nbo_charge:R:1
Pd 0.08885 0.14942 0.09521 1.289
N -3.32735 2.75671 -1.70516 -0.719
C -2.06596 2.18198 -1.07699 -0.633
C -1.00361 3.27157 -0.97094 -0.632
P -2.69068 1.59697 0.59971 2.383
O -2.38193 2.87573 1.54683 -1.021
O -4.16294 1.47320 0.39338 -1.135
O -1.84983 0.46919 1.13806 -1.171
P -1.43564 0.79102 -2.22446 2.342
O -2.71005 0.65378 -3.21218 -1.025
O -0.25323 1.34832 -2.90494 -1.108
O -1.34091 -0.49625 -1.43787 -1.133
H -3.32677 3.77466 -1.69552 0.421
H -4.10353 2.38143 -1.10381 0.482
H -3.45060 2.40647 -2.65932 0.458
H -1.37650 4.12908 -0.40833 0.223
H -0.65148 3.56826 -1.95750 0.252
H -0.13260 2.89238 -0.43033 0.223
H -3.20117 3.22296 1.92383 0.518
H -3.14088 -0.20739 -3.12146 0.529
O 4.23827 -1.71152 -6.61981 -0.655
C 3.08450 -1.99771 -5.98038 0.771
O 2.26894 -2.70712 -6.49032 -0.540
C 2.88256 -1.37867 -4.62474 -0.163
C 3.53999 -0.22736 -4.20776 -0.188
C 3.28422 0.30683 -2.95444 -0.235
C 2.36787 -0.32045 -2.12728 0.204
C 1.68376 -1.45320 -2.54046 -0.217
C 1.94949 -1.98222 -3.78833 -0.136
N 2.05487 0.19815 -0.83270 -0.424
C 2.95962 0.65179 -0.06916 0.122
C 2.58131 1.20352 1.26498 0.137
C 3.49782 1.82050 2.08690 -0.205
C 3.05607 2.34204 3.30124 -0.134
C 1.72207 2.22585 3.63859 -0.234
C 0.85886 1.58656 2.75374 0.067
N 1.28990 1.08171 1.60361 -0.478
H 4.83328 -1.21301 -6.04944 0.482
H 4.21925 0.30201 -4.86527 0.217
H 3.74941 1.23769 -2.65521 0.218
H 0.95033 -1.90250 -1.88404 0.252
H 1.42598 -2.85903 -4.14359 0.248
H 4.01287 0.62520 -0.35010 0.203
H 4.53226 1.90181 1.78031 0.240
H 3.74922 2.84130 3.96479 0.242
H 1.34159 2.62510 4.56799 0.245
H -0.20293 1.47964 2.94571 0.243
C 1.86106 -2.00604 3.40627 -1.003
As 0.50714 -2.52221 2.15501 1.976
C -1.21095 -2.10357 2.88683 -1.013
C 0.65142 -4.40586 1.90888 -0.990
O 0.77496 -1.80518 0.65807 -1.138
H 1.86786 -2.70037 4.24540 0.256
H 1.66781 -0.99814 3.76851 0.245
H 2.82121 -2.03970 2.89404 0.256
H -1.11001 -1.80033 3.92744 0.249
H -1.84864 -2.98294 2.82217 0.259
H -1.64263 -1.29531 2.29544 0.303
H 0.53529 -4.92885 2.85631 0.253
H 1.62664 -4.61956 1.47586 0.260
H -0.12799 -4.71022 1.21299 0.264
```

Its energy above the lowest of the compared OMol25 structures with the same formula, charge and spin is 22.8 kcal/mol. Its charge is +1. The calculation puts the HOMO energy (alpha / beta) at -11.26 / -11.64 eV. The energy comes out at -124897.9305 eV. The multiplicity is 3. The calculation puts the LUMO energy (alpha / beta) at -3.73 / -4.14 eV.

***

Computed, not measured: a cluster of 2 separate species, C3H9NO4 in total, with the ωB97M-V functional and the def2-TZVPD basis.

```
17
Properties=species:S:1:pos:R:3:nbo_charge:R:1
C 0.83299 0.60501 -0.80040 -0.227
C -0.40559 0.86847 -1.50130 -0.091
O -0.27517 1.87860 -2.49393 -0.722
N 0.52595 -0.13843 0.49117 -0.660
C 0.41716 -1.48752 0.45922 0.880
O 0.83398 -2.26216 -0.58547 -0.669
O -0.32732 -2.06246 1.25596 -0.666
H 1.57055 0.00074 -1.39088 0.181
H 1.25912 1.61202 -0.62354 0.219
H -0.69030 0.05401 -2.06872 0.183
H -1.16633 1.11961 -0.72458 0.178
H -0.69834 2.67026 -2.22358 0.473
H 0.20808 0.39906 1.36096 0.454
H 1.45983 -1.82071 -1.19892 0.482
H -0.93082 -0.13178 4.04844 0.467
H -1.20904 -1.09285 2.73065 0.521
O -1.40473 -0.21187 3.26491 -1.002
```

Its energy above the lowest of the compared OMol25 structures with the same formula, charge and spin is 21.5 kcal/mol. Its charge is 0. The calculation puts the HOMO energy at -10.09 eV. The energy comes out at -12936.4728 eV. Its SMILES is O=C(O)NCCO.O. The calculation puts the LUMO energy at 0.44 eV.

***

Computed, not measured: a cluster of 2 separate species, C4O5 in total, with the ωB97M-V functional and the def2-TZVPD basis.

```
9
Properties=species:S:1:pos:R:3:nbo_charge:R:1
C 0.29021 -1.40315 0.79535 -0.252
C 0.23408 -0.07729 -1.00102 0.504
C 0.78601 -0.45039 1.65240 0.600
C -0.96838 0.77177 -1.31974 0.647
O -0.56103 -0.76572 1.93815 -0.658
O -1.96533 0.08733 -1.59699 -0.745
O 1.63845 0.11418 2.31572 -0.712
O -0.65416 1.97445 -1.14028 -0.763
O 1.20015 -0.25119 -1.64360 -0.622
```

Its charge is -2. The calculation puts the HOMO energy (alpha / beta) at 1.40 / 1.40 eV. The energy comes out at -14380.5082 eV. The calculation puts the LUMO energy (alpha / beta) at 6.90 / 6.90 eV.

***

Computed, not measured: a cluster of 2 separate species, C4H9NO2 in total, with the ωB97M-V functional and the def2-TZVPD basis.

```
16
Properties=species:S:1:pos:R:3:nbo_charge:R:1
C 0.33076 1.60567 -0.62738 -0.255
N -2.03392 1.14214 0.95757 -0.382
C -2.17386 0.23966 0.25061 0.118
O -0.17633 0.33335 -1.03054 -0.561
C 0.61891 -0.80807 -0.76322 -0.092
C 0.57648 -1.35581 0.66971 -0.093
O 0.85258 -0.38674 1.65201 -0.717
H 0.47677 1.70870 0.45273 0.185
H 1.28519 1.78939 -1.12971 0.175
H -0.40180 2.36238 -0.92984 0.201
H -2.31708 -0.60708 -0.38587 0.239
H 0.24720 -1.59947 -1.42861 0.186
H 1.65910 -0.60475 -1.04364 0.175
H -0.37389 -1.87592 0.88308 0.154
H 1.36217 -2.11881 0.74601 0.187
H 0.06773 0.17536 1.72709 0.480
```

Its energy above the lowest of the compared OMol25 structures with the same formula, charge and spin is 69.1 kcal/mol. Its charge is 0. The calculation puts the HOMO energy at -9.71 eV. The energy comes out at -9877.0635 eV. Its SMILES is COCCO.C#N. The calculation puts the LUMO energy at 0.86 eV.

***

Computed, not measured: an isolated molecule of C4H5N3S, with the ωB97M-V functional and the def2-TZVPD basis.

```
13
Properties=species:S:1:pos:R:3:nbo_charge:R:1
C 1.41516 0.97737 -0.38954 0.277
C -0.88809 0.61759 0.24825 0.057
C -1.30325 1.81212 0.70355 -0.359
C -1.89589 -0.26853 -0.37576 0.235
H 1.04643 -1.42666 1.72423 0.118
H 1.02410 1.99602 -0.43610 0.171
H 2.76593 -0.27520 -0.65084 0.337
H -0.53127 2.43734 1.19949 0.218
H -2.35521 2.13111 0.68550 0.242
N 0.42608 0.14908 0.13842 -0.597
N 2.62800 0.75292 -0.71813 -0.638
N -2.77889 -0.85322 -0.84911 -0.280
S 0.75976 -1.50220 0.39753 0.218
```

Its energy above the lowest of the compared OMol25 structures with the same formula, charge and spin is 55.4 kcal/mol. Its charge is 0. The calculation puts the HOMO energy at -9.74 eV. The energy comes out at -19532.4784 eV. Its SMILES is [H]/N=C\N(S)C(=C)C#N. The calculation puts the LUMO energy at 0.10 eV.

***

The lowest energy belongs to which entry? C18H27AsN3O9P2Pd